# 1
# C4H16N8O4Sn

A structure of composition C4H16N8O4Sn in a non-equilibrium geometry (the ωB97M-V functional and the def2-TZVPD basis, the Open Molecules 2025 dataset).

The value obtained for the total energy is -30321.7990 eV. Its expectation value of S² is 0.7695. The calculation puts the HOMO energy (alpha / beta) at -18.0667 / -18.0660 eV. The frontier orbital gap (alpha / beta) is 5.988 / 2.699 eV.

Structure (ORCA input):
```
! RIJCOSX wB97M-V def2-TZVPD def2/J DEFGRID3
* xyz 3 2
Sn -0.561 -1.526 -0.402
C 2.926 0.609 0.076
O 1.846 0.264 -0.405
N 3.938 1.145 -0.565
N 3.048 0.417 1.359
H 3.712 1.524 -1.474
H 4.768 1.506 -0.117
H 3.891 0.653 1.862
H 2.223 0.048 1.809
C -1.730 2.184 0.186
O -1.427 1.110 0.683
N -1.727 2.480 -1.087
N -1.959 3.320 0.815
H -1.629 1.804 -1.830
H -2.083 3.378 -1.382
H -1.931 4.168 0.266
H -2.079 3.221 1.813
C 2.907 -3.245 0.650
O 1.701 -3.324 0.393
N 3.746 -2.534 0.009
N 3.403 -3.829 1.706
H 4.726 -2.486 0.247
H 3.527 -2.145 -0.898
H 2.900 -4.453 2.320
H 4.413 -3.828 1.699
C -4.331 -0.164 -1.030
O -3.134 -0.350 -1.197
N -5.063 0.364 -1.964
N -4.982 -0.453 0.069
H -6.003 0.675 -1.766
H -4.601 0.550 -2.842
H -4.466 -0.825 0.854
H -5.970 -0.260 0.144
*
```

***

# 2
# C10H30B2LiNO2

A structure of composition C10H30B2LiNO2 in a non-equilibrium geometry (the ωB97M-V functional and the def2-TZVPD basis, the Open Molecules 2025 dataset).

The value obtained for the total energy is -17996.0740 eV. The energy above the lowest of the compared OMol25 structures with the same formula, charge and spin comes out at 0.00 kJ/mol. The calculation puts the HOMO energy at 0.1429 eV. The frontier orbital gap is 5.038 eV.

Structure (ORCA input):
```
! RIJCOSX wB97M-V def2-TZVPD def2/J DEFGRID3
* xyz -2 1
Li -0.890 0.333 -1.508
B -2.596 1.758 -1.555
H -3.103 1.929 -2.596
H -2.627 0.651 -1.300
H -1.545 2.204 -1.534
H -3.261 2.399 -0.835
B 0.242 0.727 -3.249
H -0.848 0.450 -3.430
H 0.321 1.703 -2.623
H 0.730 -0.085 -2.614
H 0.896 0.798 -4.212
C 1.189 -2.047 -0.304
C 1.240 -1.134 0.928
C 2.720 -0.649 0.997
C 2.946 0.526 1.922
C 1.911 1.610 1.652
C 0.445 1.158 1.550
N 0.345 -0.013 0.698
O -0.973 -0.470 0.511
C -0.322 2.351 1.016
C 0.002 0.841 3.002
C 0.929 -2.001 2.170
H 1.960 -2.830 -0.250
H 1.455 -1.499 -1.208
H 0.215 -2.522 -0.400
H 3.078 -0.453 -0.014
H 3.248 -1.502 1.445
H 3.964 0.916 1.817
H 2.865 0.188 2.963
H 2.199 2.123 0.729
H 1.981 2.340 2.468
H -1.355 2.154 0.735
H 0.187 2.644 0.091
H -0.226 3.225 1.667
H -0.184 1.785 3.531
H 0.674 0.172 3.532
H -0.981 0.358 3.027
H 1.526 -1.812 3.069
H 1.175 -3.058 1.987
H -0.141 -1.981 2.377
C -3.067 -2.036 -3.012
O -4.052 -2.822 -2.324
H -2.058 -2.455 -2.978
H -3.447 -1.897 -4.022
H -3.035 -1.080 -2.481
H -3.731 -2.998 -1.436
*
```

***

# 3
# C3H3N3

An isolated molecule of C3H3N3 in a non-equilibrium geometry (the ωB97M-V functional and the def2-TZVPD basis, the Open Molecules 2025 dataset).

The value obtained for the total energy is -7626.5925 eV. The energy above the lowest of the compared OMol25 structures with the same formula, charge and spin comes out at 285.31 kJ/mol. The calculation puts the HOMO energy at -9.5554 eV. The frontier orbital gap is 9.030 eV.

Structure (ORCA input):
```
! RIJCOSX wB97M-V def2-TZVPD def2/J DEFGRID3
* xyz 0 1
C -1.089 -0.069 0.037
C -0.107 -0.946 0.568
N 1.261 -0.738 0.647
N 1.465 0.418 0.099
C 0.612 1.106 -0.712
N -0.685 0.873 -0.905
H -2.182 -0.555 0.315
H -0.326 -2.028 1.032
H 1.052 1.939 -1.082
*
```

***

# 4
# C12H22Br6Cl6O

A structure of composition C12H22Br6Cl6O in a non-equilibrium geometry (the ωB97M-V functional and the def2-TZVPD basis, the Open Molecules 2025 dataset).

The value obtained for the total energy is -510205.5953 eV. The energy above the lowest of the compared OMol25 structures with the same formula, charge and spin comes out at 3073.68 kJ/mol. The calculation puts the HOMO energy at -7.6639 eV. The frontier orbital gap is 7.611 eV.

Structure (ORCA input):
```
! RIJCOSX wB97M-V def2-TZVPD def2/J DEFGRID3
* xyz 0 1
C -1.626 3.152 0.557
Cl 0.158 3.101 0.277
Cl -1.884 3.623 2.323
Cl -2.464 1.676 0.159
H -1.891 4.002 -0.072
C -0.660 -0.996 -3.420
Cl 1.039 -1.547 -3.799
Cl -1.328 -2.162 -2.227
Cl -1.702 -1.039 -4.830
H -0.602 0.000 -2.982
C -1.530 -2.820 0.501
C -1.194 -1.454 0.013
C -2.504 -0.859 -0.379
O -3.465 -1.967 -0.284
C -2.756 -3.238 -0.278
H -1.797 -2.716 1.552
H -0.781 -3.572 0.251
H -0.695 -1.522 -0.954
H -0.523 -0.855 0.630
H -2.466 -0.379 -1.357
H -2.662 -0.138 0.423
H -2.526 -3.739 -1.219
H -3.356 -3.926 0.318
Br 0.441 2.016 5.382
C -0.779 0.927 4.368
C -0.348 1.071 2.890
Br -1.554 -0.051 1.693
H -1.793 1.154 4.697
H -0.612 -0.108 4.667
H 0.693 0.773 2.768
H -0.498 2.105 2.579
Br 2.404 0.437 2.235
C 1.056 0.817 0.822
C 1.336 -0.220 -0.337
Br 0.057 -0.076 -1.787
H 1.073 1.854 0.488
H 0.103 0.534 1.269
H 1.054 -1.144 0.168
H 2.355 -0.261 -0.720
Br 5.704 2.474 -1.738
C 4.140 1.555 -2.486
C 3.840 0.294 -1.642
Br 2.324 -0.862 -2.357
H 4.386 1.405 -3.537
H 3.345 2.299 -2.431
H 3.710 0.643 -0.618
H 4.776 -0.261 -1.575
*
```

***

# 5
# C9H18O3

A cluster of 3 separate species, C9H18O3 in total in a non-equilibrium geometry (the ωB97M-V functional and the def2-TZVPD basis, the Open Molecules 2025 dataset).

The value obtained for the total energy is -15766.0906 eV. The energy above the lowest of the compared OMol25 structures with the same formula, charge and spin comes out at 106.57 kJ/mol. The calculation puts the HOMO energy at -9.6859 eV. The frontier orbital gap is 10.101 eV.

Structure (ORCA input):
```
! RIJCOSX wB97M-V def2-TZVPD def2/J DEFGRID3
* xyz 0 1
C 17.226 7.584 15.259
C 16.097 6.563 15.618
C 14.803 6.646 14.796
O 16.182 5.758 16.499
H 18.018 7.407 15.987
H 16.815 8.590 15.182
H 17.722 7.306 14.329
H 14.646 7.652 14.409
H 13.914 6.362 15.357
H 14.993 6.048 13.904
C 19.201 -0.238 15.174
C 19.640 0.748 14.179
C 19.009 2.168 14.274
O 20.284 0.412 13.199
H 19.842 -0.316 16.051
H 19.210 -1.236 14.734
H 18.314 0.074 15.725
H 17.976 2.076 14.611
H 19.023 2.792 13.381
H 19.657 2.657 15.002
C 13.573 3.016 14.427
C 13.781 2.583 12.952
C 15.155 1.927 12.651
O 12.850 2.596 12.103
H 12.512 3.214 14.582
H 14.143 3.939 14.527
H 14.012 2.156 14.932
H 15.871 2.326 13.369
H 15.603 2.181 11.691
H 15.213 0.870 12.911
*
```